Entry from OMol25: 3 unconnected molecules or ions with the total composition C35H67F9N7O8P2S2 (ωB97M-V with the def2-TZVPD basis set).

```
130
Properties=species:S:1:pos:R:3:forces:R:3:lowdin_charge:R:1
C 8.252106 0.278678 0.263187 0.6 0.3 -0.2 -0.1604
C 7.784015 0.031171 -1.295641 -0.6 -0.3 0.2 -0.2635
C 6.221305 -0.471745 -1.258115 0.0 -0.2 -0.8 -0.2412
C 5.864474 -1.530266 -2.479116 -0.2 0.6 -0.1 -0.2174
C 4.357528 -1.108953 -3.044916 0.8 -0.7 0.4 -0.2227
C 3.256469 -1.558786 -1.909995 -0.1 -0.5 -0.5 -0.2093
C 3.093626 -3.211829 -2.024668 -0.1 0.0 0.2 -0.2176
C 1.867334 -3.807161 -1.090099 -0.3 0.5 -0.8 -0.2229
C 0.514357 -3.982664 -2.016765 0.7 0.1 0.3 -0.2246
C -0.785178 -4.583934 -1.165184 -0.2 1.1 -1.1 -0.1960
C -1.820026 -3.305896 -0.860053 -0.2 -0.8 0.2 -0.1905
C -3.353000 -3.834317 -0.565798 0.9 -0.3 0.6 -0.1975
C -4.469682 -2.643891 -0.412115 -0.7 -0.2 1.3 -0.1317
C -4.681508 -1.720373 -1.760130 0.8 -0.3 0.4 -0.2702
C -3.551827 -0.486957 -1.760121 5.0 5.9 -1.8 -0.3677
O -3.127404 0.111541 -0.612645 -3.3 -4.1 -4.5 -0.1510
O -2.971660 0.060055 -3.008416 -4.0 -4.1 6.0 -0.2350
O -4.456432 -2.704497 -2.846167 -3.2 -0.3 1.0 -0.1880
S -5.934583 -3.594857 -2.945822 0.7 -4.1 -5.8 0.9003
O -6.112508 -3.678850 -4.504882 0.0 1.1 6.1 -0.3442
O -5.973585 -5.042311 -2.398577 0.1 5.8 -0.4 -0.3233
O -7.022551 -2.502194 -2.146792 2.9 -1.2 -0.4 -0.2298
C -6.257543 -1.235978 -2.041128 1.5 -0.1 1.8 -0.3886
C -6.616320 -0.496751 -0.623323 -1.5 0.4 0.6 -0.0725
C -7.701156 0.727988 -0.729489 -0.6 -0.5 0.7 -0.0635
C -7.063216 2.141558 -1.321758 0.7 -2.2 -1.6 -0.1790
F -7.864811 2.488310 -2.539204 2.4 -0.2 3.6 -0.0169
F -5.674461 1.886725 -1.772867 -4.0 1.2 1.2 0.0252
C -6.994042 3.353576 -0.213278 -1.8 -0.7 1.8 -0.0921
F -8.376160 3.434217 0.392034 4.1 -0.1 -1.8 0.0007
F -6.088562 2.983929 0.931612 -2.9 1.4 -4.1 0.0383
C -6.690747 4.840412 -0.834231 -1.1 2.5 1.2 -0.0745
F -6.705402 5.796665 0.334932 0.0 -3.0 -3.6 0.0069
F -7.764006 5.327439 -1.765860 3.7 -1.9 3.1 0.0379
C -5.220551 5.014978 -1.538054 3.1 1.5 -1.7 -0.1095
F -4.784398 6.455661 -1.422183 -1.6 -4.9 -0.3 0.0099
F -4.129111 4.224007 -0.876539 -4.4 2.8 -2.6 0.0569
F -5.293152 4.755460 -3.024536 0.3 0.6 5.7 0.0379
N -6.520383 -0.540359 -3.358225 -7.7 -1.9 -1.0 0.1446
C -7.836749 -0.758487 -3.784724 3.2 3.9 2.0 -0.4793
S -9.482034 -0.345996 -4.147259 5.2 -1.8 0.8 0.5929
H 8.580993 1.412578 0.366155 -0.5 -2.5 0.1 0.0739
H 9.144703 -0.456602 0.529805 -1.8 1.8 -0.5 0.0733
H 7.392669 0.080460 1.045535 1.7 0.4 -1.8 0.0702
H 8.443838 -0.789865 -1.854374 -1.4 1.8 1.4 0.1051
H 7.870615 1.029651 -1.943977 -0.2 -2.2 1.5 0.1135
H 5.510740 0.462908 -1.391858 1.4 -1.9 0.5 0.1145
H 5.961072 -0.996162 -0.227365 0.7 1.2 -2.1 0.0999
H 6.661784 -1.489686 -3.360681 -1.6 0.1 1.9 0.1090
H 5.906478 -2.619688 -2.048340 -0.3 2.0 -0.9 0.0912
H 4.136329 -1.667700 -4.076204 0.4 1.3 2.3 0.1138
H 4.405331 0.050430 -3.237097 -0.3 -2.3 0.4 0.1050
H 2.229427 -0.993402 -2.105927 2.1 -1.4 0.4 0.1259
H 3.588003 -1.291902 -0.812453 -0.5 -0.4 -2.2 0.1051
H 4.080496 -3.787027 -1.684385 -2.0 1.5 -0.9 0.0982
H 2.907421 -3.441886 -3.177889 0.3 0.3 2.5 0.1131
H 1.645407 -2.982191 -0.266491 0.4 -1.9 -1.5 0.1162
H 2.160691 -4.852448 -0.605286 -0.6 2.3 -1.0 0.1110
H 0.788464 -4.681040 -2.940605 -0.6 1.4 2.0 0.1110
H 0.282098 -2.905989 -2.471776 0.3 -2.4 1.0 0.1190
H -0.467603 -5.110845 -0.169801 -0.5 0.9 -2.0 0.1042
H -1.303524 -5.354054 -1.909623 0.9 1.6 1.9 0.1115
H -1.783378 -2.643605 -1.824188 -0.2 -1.0 2.1 0.1092
H -1.480330 -2.723606 0.120921 -0.5 -1.0 -2.4 0.1308
H -3.614423 -4.667089 -1.345845 0.2 1.8 1.4 0.0972
H -3.307279 -4.383607 0.493200 -0.3 1.2 -2.2 0.1252
H -4.178108 -1.987992 0.527261 -0.5 -1.1 -2.2 0.1308
H -5.499470 -3.168643 -0.115318 2.1 1.0 -0.8 0.1231
H -5.697178 -0.096167 -0.020247 -1.3 -0.9 -1.7 0.1347
H -7.123500 -1.328698 0.065771 1.1 1.8 -1.6 0.1495
H -8.644854 0.354660 -1.357949 2.2 1.3 1.1 0.1144
H -8.127420 0.887012 0.374169 1.1 0.0 -2.5 0.1383
O 5.154497 -6.775047 -0.882521 -2.1 -2.3 3.3 -0.3104
P 6.367706 -7.268806 -0.056955 4.0 3.3 -5.5 0.7626
N 6.915923 -5.668919 0.165550 -0.3 2.0 1.0 -0.3108
C 8.247208 -5.112411 0.026603 0.4 -0.3 0.3 -0.1161
C 6.132538 -4.872577 1.109456 -0.6 0.1 -0.3 -0.1385
N 7.085766 -7.991767 -1.441797 0.8 -1.7 -1.2 -0.3624
C 7.850659 -7.220796 -2.411560 0.2 0.3 0.4 -0.1348
C 6.184105 -8.884820 -2.184622 -0.3 0.1 0.3 -0.1521
N 7.762469 -7.836456 0.892155 -1.8 -0.8 1.2 -0.3128
C 7.701767 -7.651296 2.334019 -0.3 0.2 0.1 -0.1428
C 8.995670 -8.450202 0.441802 0.0 -1.2 -0.3 -0.1223
H 8.959892 -5.514358 0.752166 0.2 0.0 0.1 0.0688
H 8.246673 -4.023562 0.167744 -0.4 -0.2 0.1 0.0837
H 8.649621 -5.242388 -0.972391 0.0 -0.3 0.0 0.0546
H 6.496645 -5.001564 2.133560 0.1 0.2 0.2 0.0664
H 5.075598 -5.157487 1.094326 0.2 -0.1 -0.1 0.0726
H 6.163783 -3.806120 0.859113 0.1 -0.1 0.0 0.0728
H 7.308090 -6.329292 -2.750363 0.1 0.1 -0.1 0.0914
H 8.110509 -7.817415 -3.293723 -0.3 -0.2 0.2 0.0831
H 8.815370 -6.932768 -1.995718 0.0 0.2 0.0 0.0498
H 5.507100 -8.326998 -2.846885 0.0 -0.1 0.1 0.0795
H 5.574066 -9.477355 -1.495868 0.0 0.1 -0.1 0.0710
H 6.752275 -9.594569 -2.793664 0.2 0.1 0.1 0.0743
H 8.312732 -6.799695 2.648046 0.1 0.0 0.1 0.0785
H 8.041455 -8.540636 2.876049 0.0 0.1 -0.1 0.0794
H 6.672269 -7.468042 2.658712 0.2 0.1 0.0 0.0751
H 9.674438 -7.712898 0.006633 -0.1 0.1 -0.1 0.0738
H 8.822243 -9.253899 -0.279885 0.0 0.4 0.0 0.0846
H 9.539954 -8.928920 1.266149 -0.3 0.2 0.2 0.0789
O -2.697124 7.285291 4.659909 3.9 2.2 0.8 -0.3068
P -3.038588 8.668405 4.053585 -6.6 -3.4 -2.0 0.7592
N -4.357464 8.852639 5.119565 -0.7 0.4 2.2 -0.3160
C -5.714732 9.288125 4.855928 0.0 0.5 -0.3 -0.1193
C -3.995542 9.142034 6.506675 0.3 -0.5 0.1 -0.1483
N -3.527617 7.957169 2.566622 0.2 -0.2 -2.0 -0.3571
C -4.846747 7.368462 2.384355 -0.2 0.3 0.2 -0.1295
C -2.537607 7.034175 1.991915 0.3 0.1 0.3 -0.1400
N -3.431151 10.258500 3.356525 2.2 0.4 0.8 -0.3131
C -3.075974 11.431329 4.140912 0.1 -0.1 0.3 -0.1462
C -4.089187 10.579807 2.105910 0.7 -0.1 -1.1 -0.1197
H -5.775721 10.325694 4.515851 -0.1 0.2 -0.1 0.0681
H -6.341890 9.222376 5.754739 0.5 0.0 0.1 0.0855
H -6.223524 8.651664 4.139781 0.2 0.0 -0.2 0.0559
H -3.881242 10.218335 6.669502 -0.1 0.2 0.2 0.0637
H -3.051335 8.662073 6.783504 -0.1 0.0 -0.2 0.0707
H -4.747466 8.760542 7.206711 0.0 0.1 -0.2 0.0786
H -5.097228 6.661182 3.184956 -0.1 0.0 0.0 0.0964
H -4.930041 6.842272 1.426298 0.5 0.1 0.2 0.0600
H -5.607384 8.145864 2.324129 -0.1 0.0 0.2 0.0541
H -2.579880 6.041527 2.461975 0.1 0.1 0.0 0.0826
H -1.524206 7.427395 2.118498 -0.1 -0.1 0.1 0.0707
H -2.696630 6.911564 0.916195 -0.2 0.1 0.1 0.0747
H -3.954001 11.852545 4.639672 -0.1 0.1 0.0 0.0769
H -2.618496 12.213186 3.524856 -0.1 -0.1 0.0 0.0787
H -2.339489 11.175523 4.909693 -0.2 0.0 0.0 0.0729
H -5.167189 10.412406 2.165926 0.0 -0.2 0.1 0.0747
H -3.680862 10.014975 1.262657 -0.3 -0.1 0.3 0.0871
H -3.950661 11.632887 1.828792 0.1 0.0 0.4 0.0785
```
Positions in Å, forces in eV/Å.

Properties
Calculated total energy = -128874.7037 eV
Spin multiplicity = 1
E_HOMO = -4.947 eV
Charge = -1


Entry from OMol25: 2 unconnected molecules or ions with the total composition C5H8O2 (ωB97M-V with the def2-TZVPD basis set).

```
15
Properties=species:S:1:pos:R:3:forces:R:3:nbo_charge:R:1
C 0.018808 1.830468 0.324396 0.1 -0.1 0.2 -0.6348
C -0.245212 0.480085 -0.304710 -0.1 -0.3 0.6 0.1433
O -0.670584 0.715141 -1.625745 0.6 -0.4 0.1 -0.6976
C 1.439724 -0.702520 -0.199923 -2.3 0.4 0.7 -0.0432
O 1.165993 -1.976029 -0.598984 -0.2 0.6 0.1 -0.6880
C -1.030573 -0.446682 0.416968 -0.5 -0.3 0.4 -0.0585
C -1.546090 -1.377365 0.987836 -0.1 0.0 0.0 -0.2948
H 0.684587 2.445817 -0.294406 -0.1 -0.3 0.1 0.2262
H 0.461792 1.703861 1.312872 0.0 0.1 0.0 0.2211
H -0.929772 2.373234 0.430175 0.2 -0.1 0.0 0.2298
H -0.844548 -0.125057 -2.071368 0.0 0.0 0.1 0.4852
H 1.717606 -0.617740 0.851485 0.1 0.5 -0.4 0.1694
H 1.341228 0.125725 -0.847918 2.3 0.1 -1.5 0.2213
H 0.591818 -2.364403 0.095622 0.0 0.0 -0.3 0.4801
H -2.154776 -2.064533 1.523699 0.0 -0.1 0.0 0.2406
```
Positions in Å, forces in eV/Å.

Properties
Calculated total energy = -9404.8237 eV
Spin multiplicity = 1
E_HOMO = -7.960 eV
Charge = 0
Energy above the lowest of the compared OMol25 structures with the same formula, charge and spin = 115.50 kcal/mol